--- i ---
{
  "formula": "C5H12N2O2",
  "method": "the ωB97M-V functional and the def2-TZVPD basis",
  "elements": ["H", "H", "C", "H", "H", "H", "H", "H", "N", "H", "H", "H", "O", "C", "O", "C", "H", "N", "C", "H", "C"],
  "coordinates": [[1.160, 0.403, 2.183], [0.752, 1.417, -1.543], [0.485, -0.597, -0.855], [0.495, 0.245, -2.845], [-2.121, -2.191, 0.197], [-2.244, -0.684, 1.005], [2.065, 0.330, -2.003], [-1.238, -1.743, -2.131], [-0.896, -0.645, -0.623], [1.767, 1.376, 0.788], [0.934, -2.067, 0.281], [1.447, 2.162, 2.329], [-1.616, -0.900, -1.810], [-1.519, -1.330, 0.501], [-1.286, 1.460, 2.067], [0.982, 0.403, -1.881], [-0.801, -1.658, 1.256], [1.373, -1.342, -0.287], [-0.369, 1.659, 1.283], [-0.483, 2.339, 0.424], [1.115, 1.363, 1.663]],
  "mulliken_charge": [0.22, 0.21, 0.50, 0.35, 0.26, 0.28, 0.35, 0.36, 0.29, 0.24, 0.27, 0.35, -0.44, -1.01, -0.51, -1.05, 0.37, -0.73, 0.18, 0.32, -0.80],
  "smiles": "[H]/N=C(/C)N(C)O.CC=O",
  "e_lumo_ev": 0.7
}

=====

--- ii ---
{
  "formula": "C5H12N2O2",
  "method": "the ωB97M-V functional and the def2-TZVPD basis",
  "elements": ["H", "C", "H", "N", "C", "N", "C", "O", "H", "H", "O", "H", "C", "H", "H", "H", "H", "H", "H", "H", "C"],
  "coordinates": [[-1.850, 2.409, 0.313], [0.139, -0.674, 1.090], [-2.800, 1.086, 0.935], [-1.985, 1.414, 0.435], [-1.405, 0.597, -0.530], [1.280, -0.226, 0.307], [1.890, -1.134, -0.642], [-0.195, -1.851, 1.166], [2.841, -1.501, -0.245], [2.067, -0.598, -1.578], [-0.456, 1.049, -1.217], [-2.956, -0.879, -0.280], [2.078, 0.886, 0.777], [-2.800, -0.221, -1.939], [-0.063, 0.036, 1.911], [2.543, 1.378, -0.081], [-1.611, -1.377, -1.313], [1.238, -1.990, -0.826], [2.849, 0.521, 1.464], [1.453, 1.613, 1.300], [-2.255, -0.538, -1.046]],
  "mulliken_charge": [0.24, -0.10, 0.20, -0.44, 0.77, 0.32, -1.04, -0.57, 0.35, 0.31, -0.64, 0.40, -0.99, 0.31, 0.42, 0.30, 0.23, 0.30, 0.33, 0.31, -1.02],
  "smiles": "CN(C)C=O.CC(N)=O",
  "e_lumo_ev": 0.7
}

=====

Stability ranking, top and bottom: ii is the most stable and i is the least stable.

=====

--- i ---
{
  "formula": "C5H9N3O2",
  "method": "the ωB97M-V functional and the def2-TZVPD basis",
  "elements": ["N", "H", "O", "C", "N", "H", "C", "C", "C", "H", "N", "H", "H", "H", "H", "O", "H", "C", "H"],
  "coordinates": [[2.296, 0.191, -0.180], [2.022, -0.858, 1.693], [-3.629, -1.107, 0.567], [2.782, -0.467, 1.051], [-1.440, -1.092, -0.243], [3.316, 0.242, 1.655], [-0.256, 0.831, -0.845], [-2.626, -0.559, 0.195], [-0.337, -0.638, -0.876], [-1.382, 2.533, -0.309], [-2.439, 0.850, 0.178], [0.453, 1.410, -1.379], [1.624, -0.359, -0.652], [3.432, -1.307, 0.778], [1.848, 1.070, 0.140], [0.445, -1.428, -1.326], [-3.279, 1.367, 0.364], [-1.325, 1.441, -0.369], [-1.506, -2.119, -0.441]],
  "mulliken_charge": [-0.70, 0.27, -0.57, -0.85, -0.13, 0.34, -0.86, 0.30, 0.64, 0.39, -0.13, 0.68, 0.33, 0.28, 0.34, -0.66, 0.24, -0.18, 0.25],
  "smiles": "O=c1cc[nH]c(=O)[nH]1.CN",
  "e_lumo_ev": 0.4
}

=====

--- ii ---
{
  "formula": "C5H9N3O2",
  "method": "the ωB97M-V functional and the def2-TZVPD basis",
  "elements": ["N", "H", "O", "C", "C", "H", "H", "H", "N", "H", "H", "C", "C", "H", "H", "H", "O", "N", "C"],
  "coordinates": [[-1.890, -0.251, -0.738], [-0.995, 1.606, -1.247], [-3.605, 0.903, -0.171], [-0.546, 0.988, 0.799], [-0.791, 0.714, -0.699], [1.364, -1.869, -0.367], [-0.624, -0.497, 2.390], [-1.348, 1.415, 1.375], [-2.999, -0.148, -0.036], [-0.172, -2.150, -1.248], [0.375, -0.082, -2.275], [-0.150, -0.388, 1.388], [0.390, -0.058, -1.177], [1.043, -0.396, 1.471], [0.292, 1.779, 0.879], [1.221, 0.393, -0.693], [-3.440, -1.125, 0.590], [-0.554, -1.446, 0.602], [0.295, -1.531, -0.610]],
  "mulliken_charge": [-0.29, 0.55, -0.60, -0.89, 0.21, 0.33, 0.36, 0.38, 0.95, 0.42, 0.38, -0.33, -0.92, 0.23, 0.34, 0.36, -0.59, -0.33, -0.55],
  "e_lumo_ev": [-1.5, -1.0]
}

=====

Stability ranking, top and bottom: i is the most stable and ii is the least stable.

=====

--- i ---
{
  "formula": "CH6N3O",
  "method": "the ωB97M-V functional and the def2-TZVPD basis",
  "elements": ["N", "H", "N", "H", "N", "H", "C", "H", "H", "O", "H"],
  "coordinates": [[-1.305, -0.955, -0.118], [1.792, -0.137, -1.072], [1.786, 0.135, -0.150], [-2.325, -0.521, -0.296], [-0.606, 1.154, 0.354], [-1.471, 1.447, -0.107], [-0.366, -0.134, 0.237], [2.649, -0.156, 0.316], [-1.065, -1.934, -0.050], [0.765, -0.707, 0.523], [0.145, 1.808, 0.363]],
  "mulliken_charge": [-0.41, 0.23, -0.42, 0.28, -0.37, 0.23, 0.81, 0.30, 0.28, -0.24, 0.32],
  "total_charge": 1,
  "smiles": "NOC(N)=[NH2+]",
  "e_lumo_ev": -3.6
}

=====

--- ii ---
{
  "formula": "CH6N3O",
  "method": "the ωB97M-V functional and the def2-TZVPD basis",
  "elements": ["N", "N", "H", "H", "N", "H", "C", "H", "H", "O", "H"],
  "coordinates": [[-0.357, 1.217, 0.225], [1.871, -0.199, 0.319], [-0.541, 1.265, 1.344], [-1.333, -0.991, -0.571], [-0.318, -1.078, -0.319], [-0.317, -1.841, 0.453], [0.436, 0.173, -0.113], [0.212, 2.061, -0.073], [2.216, 0.625, 0.798], [1.458, 0.225, -0.987], [0.204, -1.796, -1.023]],
  "mulliken_charge": [-0.55, -0.46, 0.34, 0.37, -0.45, 0.42, 0.56, 0.36, 0.28, -0.31, 0.44],
  "total_charge": 1,
  "smiles": "N[C@]1([NH3+])NO1",
  "e_lumo_ev": -4.1
}

=====

Stability ranking, top and bottom: i is the most stable and ii is the least stable.

=====

--- i ---
{
  "formula": "C5H17NO2",
  "method": "the ωB97M-V functional and the def2-TZVPD basis",
  "elements": ["H", "H", "H", "H", "H", "O", "H", "H", "H", "H", "C", "H", "N", "H", "H", "C", "H", "C", "C", "H", "H", "C", "O", "H", "H"],
  "coordinates": [[-0.132, -0.245, -1.945], [-3.500, 0.066, 0.940], [-0.285, -1.557, 0.202], [-1.384, -1.230, -1.705], [-1.256, 1.179, 1.455], [5.385, -1.229, -1.899], [-1.933, 1.581, -0.567], [4.966, -0.365, -1.604], [0.770, 2.098, 1.136], [0.550, 1.921, -0.507], [-0.783, 0.527, 0.660], [2.888, -0.111, 2.984], [-0.515, -0.892, 1.027], [1.781, -0.818, 2.098], [-1.539, 0.466, -2.637], [-1.782, 0.550, -0.511], [1.423, 0.721, 0.446], [-3.252, 0.154, -0.193], [0.504, 1.297, 0.380], [-3.945, 0.911, -0.615], [-3.550, -0.950, -0.422], [-1.216, -0.076, -1.734], [2.574, -0.918, 2.588], [5.416, -1.808, -1.169], [-1.186, -1.271, 1.589]],
  "mulliken_charge": [0.41, 0.24, 0.49, 0.27, 0.31, -1.26, 0.49, 0.52, 0.46, 0.81, -0.14, 0.45, -0.64, 0.31, 0.59, 0.97, 0.01, -1.68, -2.29, 0.41, 0.32, -2.09, -0.78, 0.46, 0.35],
  "total_charge": -1,
  "s2": 0.750,
  "e_lumo_ev": [3.5, 3.3],
  "spin_multiplicity": 2
}

=====

--- ii ---
{
  "formula": "C5H17NO2",
  "method": "the ωB97M-V functional and the def2-TZVPD basis",
  "elements": ["H", "H", "C", "C", "H", "H", "H", "H", "O", "C", "H", "N", "H", "H", "H", "C", "H", "H", "H", "H", "O", "H", "H", "C", "H"],
  "coordinates": [[-3.337, 0.534, 1.117], [-2.288, -0.899, -0.139], [0.547, -0.586, 1.152], [1.744, 1.489, 1.996], [1.125, 1.408, -0.899], [2.453, 0.654, 2.003], [1.867, 2.007, 2.952], [-0.364, 0.773, 2.552], [-2.559, 0.459, 0.555], [1.168, -0.621, -0.259], [-0.467, 0.584, -0.939], [0.832, 0.127, -2.586], [0.224, -2.870, -3.151], [0.312, 0.712, -3.243], [1.208, -1.161, 1.813], [0.600, 0.499, -1.207], [0.327, -2.243, -3.504], [2.227, -0.361, -0.208], [-1.530, -1.162, -1.467], [0.911, -1.548, -0.772], [-2.079, -1.629, -0.861], [2.061, 2.210, 1.240], [-0.079, 1.406, 0.943], [0.369, 0.839, 1.739], [-0.457, -1.011, 1.116]],
  "mulliken_charge": [0.09, 0.39, -0.82, -1.14, 0.33, 0.25, 0.35, 0.49, -0.99, -0.27, 0.39, -0.65, 0.07, 0.24, 0.42, -0.68, -0.08, 0.26, 0.27, 0.32, -0.73, 0.25, 0.22, -0.24, 0.27],
  "total_charge": -1,
  "s2": 0.754,
  "e_lumo_ev": [3.7, 2.8],
  "spin_multiplicity": 2
}

=====

--- iii ---
{
  "formula": "C5H17NO2",
  "method": "the ωB97M-V functional and the def2-TZVPD basis",
  "elements": ["H", "H", "H", "H", "C", "H", "C", "H", "O", "H", "H", "C", "C", "H", "H", "H", "H", "H", "H", "H", "O", "C", "N", "H", "H"],
  "coordinates": [[1.773, 2.888, -0.150], [-2.239, -1.081, -1.812], [-1.047, 0.227, 2.736], [-1.807, -1.083, 3.306], [0.296, 1.221, 0.309], [0.070, 3.313, -0.041], [-0.807, -1.050, -0.232], [-0.425, 1.427, 1.101], [3.011, 0.885, -1.071], [2.690, 0.327, -0.326], [0.492, -2.573, -0.497], [0.771, 2.531, -0.344], [-1.588, -1.805, -1.309], [0.358, 0.153, -1.550], [-1.296, 0.841, -1.063], [-2.305, -2.466, -0.829], [1.061, -1.410, 0.584], [2.123, 1.082, -1.411], [-1.503, -0.945, 0.602], [1.078, 0.641, 0.801], [-1.879, -0.272, 2.791], [-0.386, 0.321, -0.767], [0.267, -1.950, 0.265], [-0.954, -2.237, -2.083], [0.690, 2.572, -1.436]],
  "mulliken_charge": [0.48, 0.39, 0.52, 0.55, -1.82, 0.57, -0.16, 0.94, -0.55, 0.51, 0.37, -1.68, -1.53, 0.12, 0.27, 0.41, 0.58, 0.26, 0.19, -0.06, -0.87, -0.56, -0.84, 0.47, 0.46],
  "total_charge": -1,
  "s2": 0.750,
  "e_lumo_ev": [3.6, 3.5],
  "spin_multiplicity": 2
}

=====

Stability ranking, top and bottom: iii is the most stable and i is the least stable.

=====

--- i ---
{
  "formula": "C3H4FNS",
  "method": "the ωB97M-V functional and the def2-TZVPD basis",
  "elements": ["S", "F", "H", "H", "H", "C", "N", "C", "C", "H"],
  "coordinates": [[0.871, -1.922, 0.899], [-1.118, 0.572, 1.105], [1.219, 0.430, 0.751], [-1.324, -0.470, -0.663], [1.325, -0.441, -0.858], [-0.603, 0.213, -0.139], [-0.634, 2.173, -1.918], [0.778, -0.311, 0.087], [-0.473, 1.324, -1.144], [-0.041, -1.568, 1.878]],
  "mulliken_charge": [-0.22, -0.25, 0.38, 0.22, 0.37, 0.49, -0.38, -0.73, -0.03, 0.14],
  "smiles": "N#C[C@H](F)CS",
  "e_lumo_ev": 0.7
}

=====

--- ii ---
{
  "formula": "C3H4FNS",
  "method": "the ωB97M-V functional and the def2-TZVPD basis",
  "elements": ["H", "H", "C", "C", "H", "C", "S", "F", "N", "H"],
  "coordinates": [[-0.100, 2.341, 0.959], [-0.303, -0.473, -2.520], [-0.003, -0.984, 0.352], [-0.259, 0.350, 0.226], [0.249, -1.247, 1.346], [0.029, 1.289, 1.147], [0.156, -1.620, -2.289], [-0.449, 1.013, -0.956], [0.363, -1.810, -0.562], [0.317, 1.142, 2.298]],
  "mulliken_charge": [0.30, 0.12, -0.13, 0.70, 0.32, -0.75, -0.08, -0.25, -0.41, 0.19],
  "smiles": "C=C(F)/C=N\\S",
  "e_lumo_ev": -0.2
}

=====

Stability ranking, top and bottom: i is the most stable and ii is the least stable.

=====

--- i ---
{
  "formula": "C3H4FNS",
  "method": "the ωB97M-V functional and the def2-TZVPD basis",
  "elements": ["S", "C", "N", "F", "H", "C", "H", "H", "H", "C"],
  "coordinates": [[-0.771, 1.199, 0.336], [-0.621, 1.055, -1.254], [1.143, -1.407, -0.540], [2.018, -2.529, -0.735], [-0.154, 0.179, -1.669], [-0.176, -0.189, 1.146], [0.960, -2.168, 1.310], [-0.925, 1.926, -1.795], [-0.475, -0.260, 2.217], [0.682, -1.286, 0.671]],
  "mulliken_charge": [0.10, -0.50, -0.33, -0.22, 0.35, -0.50, 0.35, 0.28, 0.28, 0.19],
  "e_lumo_ev": [-0.7, -0.7]
}

=====

--- ii ---
{
  "formula": "C3H4FNS",
  "method": "the ωB97M-V functional and the def2-TZVPD basis",
  "elements": ["C", "H", "S", "N", "F", "C", "H", "H", "H", "C"],
  "coordinates": [[0.339, -0.013, -1.344], [-0.559, 0.823, 0.164], [2.480, 0.819, -0.049], [1.306, -0.033, 0.842], [2.196, 0.793, -2.676], [-0.009, -0.053, 0.126], [-0.367, -0.290, -2.181], [-0.411, -0.905, 0.560], [1.192, 0.227, 1.731], [1.526, 0.431, -1.544]],
  "mulliken_charge": [-0.52, 0.24, -0.07, -0.39, -0.25, -0.29, 0.30, 0.39, 0.24, 0.35],
  "smiles": "FC1=CCNS1",
  "e_lumo_ev": 0.7
}

=====

--- iii ---
{
  "formula": "C3H4FNS",
  "method": "the ωB97M-V functional and the def2-TZVPD basis",
  "elements": ["H", "C", "H", "C", "H", "F", "N", "H", "C", "S"],
  "coordinates": [[0.027, -1.518, -1.095], [0.275, -1.049, -0.161], [-0.425, 2.287, -0.048], [0.011, 1.322, -0.082], [-0.823, -0.059, 1.324], [-1.912, -0.119, -0.336], [1.268, 1.297, -0.243], [0.380, -1.879, 0.529], [-0.680, 0.014, 0.231], [1.880, -0.294, -0.118]],
  "mulliken_charge": [0.34, -0.59, 0.41, -0.21, 0.19, -0.31, -0.41, 0.29, 0.31, -0.02],
  "smiles": "F[C@@H]1C=NSC1",
  "e_lumo_ev": 0.8
}

=====

--- iv ---
{
  "formula": "C3H4FNS",
  "method": "the ωB97M-V functional and the def2-TZVPD basis",
  "elements": ["C", "N", "S", "C", "H", "H", "H", "H", "C", "F"],
  "coordinates": [[0.363, 1.072, -0.094], [0.973, -0.094, 0.357], [-1.638, -0.575, -0.310], [-0.112, -1.193, 0.476], [0.240, -2.117, 0.026], [-1.545, 1.816, -0.770], [-0.289, -1.310, 1.542], [0.983, 1.952, -0.145], [-0.921, 1.002, -0.453], [1.945, -0.554, -0.630]],
  "mulliken_charge": [-0.37, -0.11, -0.10, -0.35, 0.34, 0.37, 0.27, 0.38, -0.18, -0.24],
  "smiles": "FN1C=CSC1",
  "e_lumo_ev": 0.8
}

=====

Stability ranking, top and bottom: iii is the most stable and i is the least stable.